# 1
The following is a quantum chemistry calculation of a single C3H6N4O molecule, from the OMol25 dataset.

XYZ file:
```
14
Properties=species:S:1:pos:R:3
H -0.855 -2.473 -1.969
N -1.117 -2.092 -1.075
C -0.697 -0.897 -1.067
N 0.102 -0.134 -1.903
C 0.913 0.527 -1.050
N 0.651 0.375 0.221
C 0.475 1.371 1.242
N -0.624 -0.244 0.198
O -1.290 -0.770 1.388
H 1.785 0.968 -1.457
H 0.676 0.970 2.298
H 1.181 2.235 1.077
H -0.384 1.951 0.925
H -0.816 -1.788 1.171
```

- SMILES string = [H]/N=c1\ncn(C)n1O
- E_LUMO (eV) = 0.45
- 2S+1 = 1

# 2
The following is a quantum chemistry calculation of a molecular structure, C43H39AsCuN2O3PS, from the OMol25 dataset.

XYZ file:
```
91
Properties=species:S:1:pos:R:3
Cu -2.137 0.180 0.095
O -2.190 -2.073 -1.678
C -2.545 -2.391 -0.524
O -2.870 -1.535 0.349
C -2.653 -3.840 -0.148
P -1.485 -4.469 1.150
C -1.083 -3.298 2.573
C 0.025 -3.682 3.329
C 0.326 -2.924 4.437
C -0.497 -1.887 4.936
C -1.627 -1.557 4.217
C -1.860 -2.232 3.007
C 0.115 -4.348 0.330
C 0.784 -3.137 0.170
C 2.004 -3.145 -0.478
C 2.523 -4.225 -1.097
C 1.880 -5.458 -0.932
C 0.719 -5.520 -0.157
H -2.397 -4.453 -1.022
H -3.641 -4.080 0.145
H 0.642 -4.529 3.074
H 1.253 -3.181 5.009
H -0.111 -1.328 5.796
H -2.411 -0.886 4.564
H -2.811 -1.970 2.490
H 0.320 -2.238 0.623
H 2.422 -2.145 -0.661
H 3.499 -4.169 -1.619
H 2.424 -6.354 -1.197
H 0.180 -6.452 0.017
C -1.927 5.419 4.876
C -0.806 4.410 4.934
C -0.124 4.003 3.583
N -1.081 3.513 2.586
C -1.155 2.242 2.096
S -2.683 1.654 1.620
N -0.089 1.380 2.227
C 1.170 1.748 1.719
O 1.475 2.835 1.345
C 2.239 0.690 1.803
C 3.346 0.914 0.939
C 4.350 0.036 0.960
C 4.221 -1.076 1.814
C 3.127 -1.360 2.621
C 2.139 -0.397 2.588
H -2.419 5.588 5.843
H -2.668 5.100 4.167
H -1.442 6.326 4.536
H -1.308 3.488 5.384
H 0.008 4.790 5.565
H 0.556 3.144 3.788
H 0.400 4.867 3.136
H -1.800 4.116 2.337
H -0.352 0.414 2.211
H 3.379 1.762 0.309
H 5.146 0.058 0.188
H 5.036 -1.792 1.804
H 3.033 -2.326 3.131
H 1.210 -0.660 3.192
C 2.662 -1.349 -3.436
C 2.845 -0.360 -2.416
C 1.750 0.330 -1.965
C 0.494 -0.007 -2.464
C 0.319 -0.960 -3.408
C 1.395 -1.614 -3.990
As -1.125 0.827 -1.873
C -0.571 2.529 -2.584
C 0.373 3.429 -2.109
C 0.851 4.517 -2.870
C 0.349 4.720 -4.153
C -0.622 3.789 -4.660
C -1.020 2.701 -3.901
C -2.007 1.645 -4.295
C -2.627 1.632 -5.559
C -3.580 0.640 -5.838
C -3.829 -0.351 -4.887
C -3.154 -0.389 -3.672
C -2.212 0.689 -3.381
H 3.510 -1.939 -3.971
H 3.848 -0.179 -2.065
H 1.960 1.041 -1.207
H -0.662 -1.249 -3.794
H 1.344 -2.476 -4.690
H 0.820 3.336 -1.104
H 1.713 5.149 -2.526
H 0.791 5.504 -4.709
H -0.956 3.886 -5.640
H -2.457 2.510 -6.171
H -4.047 0.554 -6.816
H -4.617 -1.052 -5.109
H -3.316 -1.061 -2.838
```

- E_LUMO (eV) = -0.25
- 2S+1 = 1

# 3
The following is a quantum chemistry calculation of 5 unconnected molecules or ions with the total composition C3H14O5, from the OMol25 dataset.

XYZ file:
```
22
Properties=species:S:1:pos:R:3
C 1.617 2.026 -0.502
C 1.087 0.590 -0.526
C 2.116 -0.332 -1.148
O 3.293 -0.120 -1.197
H 2.534 2.067 0.079
H 0.918 2.772 -0.109
H 1.757 2.361 -1.531
H 1.005 0.193 0.479
H 0.113 0.509 -1.006
H 1.675 -1.271 -1.552
O -2.897 0.945 -0.237
H -2.089 0.677 -0.695
H -3.113 1.846 -0.498
O 0.580 -1.740 2.272
H -0.136 -1.095 2.158
H 0.191 -2.419 2.833
O -2.004 -0.039 2.363
H -2.351 0.514 3.069
H -2.641 0.020 1.639
O -1.843 -1.247 -1.653
H -1.263 -1.628 -2.322
H -2.717 -1.138 -2.038
```

- SMILES string = CCC=O.O.O.O.O
- E_LUMO (eV) = 0.27
- 2S+1 = 1

# 4
The following is a quantum chemistry calculation of a molecular structure, C6H14O, from the OMol25 dataset.

XYZ file:
```
21
Properties=species:S:1:pos:R:3
C 1.922 -0.167 -1.302
O -1.403 1.105 -1.283
C 1.472 1.180 -1.063
C 0.565 -0.546 -0.839
C 0.307 -0.749 0.685
C -1.113 -1.017 1.179
C -1.894 0.144 1.753
H 2.031 -0.575 -2.298
H 2.699 -0.631 -0.675
H -0.703 1.765 -1.368
H 1.420 1.780 -1.984
H 2.093 1.777 -0.398
H 0.183 -1.440 -1.322
H -0.218 0.505 -1.028
H 0.621 0.208 1.119
H 1.005 -1.472 1.120
H -1.659 -1.332 0.268
H -1.198 -1.954 1.734
H -2.795 -0.169 2.263
H -1.305 0.730 2.468
H -2.032 0.858 0.972
```

- E_LUMO (eV) = -1.23
- 2S+1 = 1

# 5
The following is a quantum chemistry calculation of a single C2H4INS2 molecule, from the OMol25 dataset.

XYZ file:
```
10
Properties=species:S:1:pos:R:3
S -0.716 0.936 1.563
C -0.415 0.485 -0.157
C 0.327 -0.801 -0.511
S 0.954 -1.929 0.742
N 0.910 0.613 -0.623
I 1.540 1.347 -2.433
H -2.030 0.803 1.538
H -1.372 0.906 -0.599
H 0.133 -1.329 -1.341
H 0.669 -1.031 1.820
```

- SMILES string = S[C@@H]1[C@H](S)N1I
- E_LUMO (eV) = -0.55
- 2S+1 = 1

# 6
The following is a quantum chemistry calculation of 7 unconnected molecules or ions with the total composition C5H25NO7, from the OMol25 dataset.

XYZ file:
```
38
Properties=species:S:1:pos:R:3
C 0.960 -2.706 -1.951
C -0.445 -2.118 -1.710
C -1.003 -2.716 -0.305
C -0.428 -0.603 -1.925
N -0.007 0.209 -0.726
C -1.910 -0.071 -2.409
O -1.723 1.333 -2.742
H 1.181 -2.654 -2.972
H 1.003 -3.716 -1.668
H 1.837 -2.154 -1.479
H -1.116 -2.595 -2.400
H -1.946 -2.202 0.069
H -0.334 -2.686 0.532
H -1.485 -3.678 -0.472
H 0.434 -0.361 -2.657
H 0.434 -0.460 -0.023
H 0.552 0.950 -1.041
H -2.332 -0.654 -3.210
H -2.587 -0.257 -1.501
H -1.390 1.583 -3.539
O -1.001 -0.854 2.247
H -1.497 -0.008 1.740
H -1.215 -0.750 3.253
O 1.505 -0.412 3.107
H 1.990 0.278 2.562
H 2.117 -1.174 3.102
O -1.915 1.892 0.386
H -1.394 2.751 0.128
H -1.395 1.182 0.014
O 3.458 -1.138 1.265
H 2.819 -1.660 0.847
H 4.191 -1.222 0.637
O -0.537 3.244 2.867
H -0.980 3.091 1.954
H 0.239 2.802 3.001
O 1.978 2.836 0.101
H 1.377 3.088 -0.615
H 2.375 3.115 0.778
```

- SMILES string = CC(C)[C@H](N)CO.O.O.O.O.O.O
- E_LUMO (eV) = 0.16
- 2S+1 = 1

# 7
The following is a quantum chemistry calculation of a molecular structure, C37H37N5O5SV, from the OMol25 dataset.

XYZ file:
```
86
Properties=species:S:1:pos:R:3
V 0.856 -0.464 -0.147
C -3.988 5.370 1.704
O -3.580 4.072 1.358
C -4.409 3.326 0.554
C -5.645 3.732 0.091
C -6.378 2.903 -0.750
C -5.863 1.684 -1.142
C -4.627 1.260 -0.681
C -3.900 2.063 0.186
N -2.658 1.729 0.715
C -1.817 0.692 0.316
N -2.356 -0.531 0.398
C -1.802 -1.782 0.104
C -0.455 -1.977 -0.188
C -0.044 -3.287 -0.416
C -0.932 -4.347 -0.390
C -2.278 -4.137 -0.113
C -2.718 -2.853 0.152
O -4.020 -2.506 0.477
C -4.986 -3.526 0.534
N -0.582 0.916 -0.015
C -0.218 2.235 -0.296
C -0.920 2.988 -1.236
C -0.557 4.295 -1.517
C 0.524 4.861 -0.866
C 1.265 4.117 0.044
C 0.906 2.808 0.339
O 1.550 1.983 1.216
C 2.740 2.430 1.819
H -4.881 5.354 2.337
H -4.179 5.985 0.820
H -3.156 5.794 2.261
H -6.043 4.695 0.367
H -7.345 3.229 -1.102
H -6.416 1.052 -1.818
H -4.224 0.317 -1.021
H -2.178 2.546 1.075
H -3.297 -0.581 0.765
H 1.004 -3.478 -0.616
H -0.579 -5.354 -0.572
H -2.960 -4.973 -0.095
H -5.924 -3.029 0.785
H -4.755 -4.265 1.309
H -5.095 -4.030 -0.432
H -1.740 2.515 -1.763
H -1.122 4.866 -2.240
H 0.802 5.884 -1.070
H 2.122 4.567 0.522
H 3.081 1.611 2.452
H 2.577 3.322 2.437
H 3.507 2.647 1.066
C 1.037 -1.001 3.994
C 1.563 -0.856 2.580
O 0.723 -0.637 1.680
C 2.974 -0.983 2.336
C 3.926 -0.865 3.360
C 5.274 -0.956 3.107
C 5.718 -1.227 1.812
C 4.819 -1.391 0.789
C 3.417 -1.250 0.993
O 2.606 -1.389 0.017
H -0.049 -1.072 3.965
H 1.317 -0.138 4.595
H 1.440 -1.895 4.462
H 3.591 -0.673 4.368
H 5.986 -0.824 3.906
H 6.781 -1.295 1.614
H 5.165 -1.652 -0.203
N 2.430 1.224 -1.723
C 2.001 -0.040 -2.141
S 0.385 -0.190 -2.580
N 3.017 -0.861 -2.549
C 3.012 -2.219 -2.861
C 1.871 -2.959 -3.159
C 1.987 -4.293 -3.505
C 3.225 -4.909 -3.571
C 4.364 -4.178 -3.270
C 4.258 -2.849 -2.919
H 1.754 1.951 -1.928
H 3.380 1.487 -1.958
H 3.929 -0.560 -2.219
H 0.896 -2.502 -3.118
H 1.094 -4.857 -3.729
H 3.310 -5.943 -3.864
H 5.339 -4.642 -3.308
H 5.151 -2.284 -2.685
```

- E_LUMO (spin up / spin down) (eV) = 0.38 / 0.17
- 2S+1 = 4

# 8
The following is a quantum chemistry calculation of a single C3H6N2O2 molecule, from the OMol25 dataset.

XYZ file:
```
13
Properties=species:S:1:pos:R:3
O 1.399 2.175 0.379
C 0.626 1.063 0.407
C -0.189 0.704 -0.698
C -0.755 -0.644 -0.367
O -0.550 -1.807 -1.216
N -0.155 -1.006 0.898
N 0.591 0.080 1.394
H 1.193 2.627 -0.396
H -0.634 0.993 -1.574
H -1.930 -0.621 -0.367
H 0.092 -2.449 -0.767
H -0.818 -1.439 1.516
H 1.553 -0.094 1.807
```

- SMILES string = OC1=C[C@@H](O)NN1
- E_LUMO (eV) = 0.77
- 2S+1 = 1